Here is an isolated ion of composition C3H8NS2 and charge +1 in a non-equilibrium geometry from OMol25. Energies are from wB97M-V/def2-TZVPD.

Last column: Löwdin charge in e.
Atoms and positions in Å:
C -1.3352 0.0245 -0.0783  -1.071
C 1.1187 1.0009 -0.3381  -0.066
C 0.2787 -0.2502 -0.3763  -0.390
N 0.6926 -1.2800 0.5928  0.127
S -2.1135 -1.1051 0.8135  0.795
S -1.9467 1.5178 -0.6356  0.895
H 1.1847 1.4094 0.6662  0.101
H 2.1202 0.7918 -0.7086  0.099
H 0.6864 1.7578 -0.9861  0.067
H 0.2786 -0.6831 -1.3813  0.155
H 1.2254 -0.8724 1.3670  0.172
H 1.2373 -2.0414 0.1812  0.176
H -0.2692 -1.6586 0.9661  0.020
H -3.1579 1.3884 -0.0824  -0.078

Summary:
charge	+1
molecular weight	122.24	g/mol
2S+1	1
HOMO level	-13.796	eV
strongest force on any atom	2.4	eV/A
orbital gap	9.2	eV